# 1
{"formula": "C23H49I2N8O15Si", "method": "ωB97M-V/def2-TZVPD", "e_lumo_ev": -4.81, "homo_energy_ha": -0.435, "charge": 1, "homo_lumo_gap_ev": 7.0240, "energy_ev": -91329.362, "species": ["C", "C", "H", "H", "H", "H", "H", "C", "N", "H", "H", "C", "H", "O", "H", "N", "H", "I", "N", "C", "O", "H", "H", "C", "H", "C", "O", "N", "H", "C", "H", "H", "C", "H", "O", "C", "N", "I", "O", "H", "H", "H", "H", "H", "C", "N", "H", "C", "H", "H", "H", "H", "H", "O", "H", "C", "H", "H", "H", "O", "O", "O", "C", "C", "C", "N", "H", "H", "O", "C", "H", "C", "H", "C", "O", "H", "C", "C", "H", "O", "H", "H", "H", "H", "O", "H", "N", "H", "H", "O", "H", "H", "C", "H", "H", "C", "Si", "O"], "xyz": [[0.6837, 4.0194, 1.1942], [-0.0061, 5.3155, 1.8683], [-0.9567, -2.2584, 2.9670], [0.4807, 5.5170, 2.8787], [-1.1379, 5.2099, 1.9655], [1.2259, -0.4985, 0.7822], [4.3827, 0.2870, -0.9593], [1.3366, -0.7179, -0.3467], [-4.1560, -1.7407, 6.3106], [-2.7837, -1.7337, 3.2047], [-3.9179, -5.8862, 5.9757], [6.1205, -1.5708, 1.4701], [4.1927, -0.5369, 1.0117], [-1.9875, 9.6068, -4.2283], [-5.2030, 0.0428, 6.0029], [-4.2752, -2.6200, -4.3715], [1.7325, 4.0853, -3.1656], [-1.4455, 4.6523, -1.0416], [4.1134, 2.9099, 6.3196], [-4.1972, -0.2551, 6.2965], [2.5431, -0.8102, -2.8707], [-1.4567, -5.5439, -8.1781], [-2.8415, 0.5273, 1.6872], [1.6916, 3.0741, -2.6459], [2.2530, -1.3867, -0.4486], [3.9969, -0.8770, -2.9219], [-1.7212, 7.7401, -5.3064], [-1.9536, 8.3909, -4.3000], [-3.1945, -3.0785, -2.6236], [4.2557, 4.0272, 5.3503], [-0.6929, -0.6319, -1.3530], [-2.3436, -5.2748, 6.5743], [1.1083, 2.8873, -1.1839], [-4.5134, -1.7414, 0.6147], [-3.3571, -2.2878, 5.5661], [-2.8359, -5.9542, 5.8798], [1.0066, 1.6560, -0.5016], [2.7629, 3.9706, 1.9037], [-2.3082, -6.9596, -6.4419], [-3.9601, 0.0896, 7.3023], [-2.1563, 6.5723, -3.2586], [3.4423, 2.7046, -4.9020], [5.2845, 4.0550, 4.9949], [-2.4498, 0.7027, -0.0996], [0.0024, -1.4334, -0.9288], [-1.8541, -5.8733, -6.1366], [-0.2799, -4.8284, -7.0314], [-2.0483, -2.3562, 2.5922], [4.0031, 4.9497, 5.8719], [6.4019, -0.5187, 1.8598], [5.8411, -0.4838, -1.7546], [-2.2477, -2.3351, -3.9510], [-1.9099, -4.0920, -7.2296], [-0.5998, -2.3252, 0.0274], [1.9017, 1.9050, -5.4880], [-2.2191, 7.6375, -3.0468], [-2.7800, -4.0509, -4.0721], [-3.4624, 0.1093, 5.5808], [6.9497, -2.0631, 0.8638], [-1.7876, -5.4193, -5.0019], [-4.9264, -2.3051, 7.0677], [4.7037, -1.8544, -0.6650], [-1.3336, -5.0171, -7.2337], [2.2057, 1.7392, -3.3018], [-3.0251, -3.0558, -3.6981], [1.4725, 0.5825, -1.1256], [-2.3379, -3.4639, 2.5056], [4.4896, -0.1830, -3.6805], [-4.2464, -2.5434, -5.5902], [0.5898, 4.2052, -0.4164], [3.3125, 0.8000, -5.1075], [-3.6761, -2.2253, -0.0120], [4.2576, -1.9533, -3.2560], [-2.0475, 0.2574, 0.8924], [-3.3473, -5.2177, 3.7449], [5.9860, -2.2043, 2.4299], [4.7254, -0.6789, -1.5014], [2.0781, 0.4381, -2.4110], [1.3211, 5.0419, -0.7162], [3.0091, 2.7458, 6.8115], [4.0332, -2.3480, 1.2502], [0.3545, -2.0778, -1.8219], [-1.0492, 0.7505, 1.1424], [-3.8268, -1.8485, -1.0876], [5.1056, 2.2398, 6.5520], [3.5671, 3.8363, 4.5268], [-2.4505, -5.5451, 4.5043], [0.2586, 6.2094, 1.1896], [-3.2193, 7.9052, -2.7076], [-1.2605, -5.5667, 4.2352], [-1.4627, 7.9317, -2.3200], [-2.4992, -6.9802, 6.0236], [4.6845, -1.5338, 0.7467], [0.1698, 3.0415, 1.4876], [-3.8417, -3.3628, 0.0732], [2.8053, 1.7635, -4.7764], [-2.0159, -1.6539, 0.7809], [-5.2368, -2.3710, -3.6635]], "lowdin_charge": [-0.781, -0.230, 0.057, 0.058, 0.062, 0.156, 0.134, -0.043, -0.437, 0.028, 0.097, -0.080, 0.110, 0.074, 0.103, -0.437, 0.134, 0.964, -0.447, 0.044, -0.054, 0.099, 0.057, 0.124, 0.123, -0.113, 0.062, -0.448, 0.064, 0.008, 0.117, 0.100, -0.231, 0.057, 0.043, 0.042, 0.153, 0.883, 0.096, 0.104, 0.020, 0.105, 0.097, 0.047, -0.235, -0.422, 0.101, -0.179, 0.106, 0.082, 0.150, 0.102, 0.098, -0.229, 0.115, -0.015, 0.062, 0.090, 0.087, 0.018, 0.072, -0.180, 0.050, -0.034, 0.039, -0.054, 0.030, 0.123, 0.051, -0.730, 0.082, -0.185, 0.165, -0.197, 0.045, 0.086, -0.183, -0.090, 0.097, 0.060, 0.134, 0.138, 0.014, 0.021, 0.069, -0.037, -0.438, 0.083, 0.105, 0.055, 0.088, 0.101, -0.268, 0.073, 0.064, -0.047, 0.478, 0.069]}

***

# 2
{"formula": "C23H49MnNO2P2", "method": "ωB97M-V/def2-TZVPD", "multiplicity": 4, "e_lumo_ev": [-14.21, -14.61], "homo_energy_ha": [-0.758, -0.758], "charge": 4, "homo_lumo_gap_ev": [6.4229, 6.0168], "energy_ev": -80083.580, "e_above_lowest_kj_mol": 9.59, "species": ["H", "H", "C", "H", "H", "C", "H", "H", "H", "C", "H", "N", "H", "H", "H", "H", "H", "H", "H", "O", "H", "C", "C", "C", "H", "H", "C", "H", "H", "H", "C", "C", "C", "H", "C", "C", "H", "H", "C", "H", "H", "P", "H", "H", "H", "H", "C", "H", "O", "H", "C", "H", "Mn", "H", "H", "C", "H", "H", "H", "C", "H", "H", "C", "C", "C", "C", "H", "H", "C", "H", "H", "H", "H", "C", "H", "P", "H", "H"], "xyz": [[-3.0918, 3.7410, -1.4837], [1.6047, 2.9293, 3.1532], [1.8043, 3.1796, 2.1021], [-0.1932, -4.4251, -5.3483], [-1.5944, 2.7005, 5.0006], [3.8545, -0.2510, 3.3665], [-1.7918, -6.3156, -2.0925], [-1.4308, -1.2024, -2.7206], [3.6025, -2.5108, -2.3393], [-0.9617, 2.8704, 4.1205], [-0.5087, -4.4081, -0.0408], [3.5841, 0.1129, -0.0882], [4.2858, 0.6941, 3.7201], [-1.1583, 4.6880, -0.6712], [-0.4214, 1.9316, 3.9489], [5.6640, -0.4850, 2.1791], [-3.0298, 6.1963, -0.1112], [-1.4142, -3.2231, -5.8130], [-3.3379, 1.9592, 3.7969], [-0.3097, -0.7766, 1.7817], [-0.0756, -2.6664, -1.6231], [-3.0327, 2.2842, 2.7906], [4.0534, -0.3166, 0.8963], [-1.0831, -4.5698, -0.9707], [2.8087, 3.6253, 2.0330], [-2.2348, 4.2793, 3.0946], [-1.7425, -1.9221, -3.4896], [-0.2198, 3.6391, 4.3568], [2.0331, -1.6976, -2.4057], [-1.8797, -6.4446, -0.3063], [-1.8448, 4.4021, 0.1467], [0.7631, 4.1594, 1.5158], [-1.0538, -3.8472, -4.9771], [3.8957, -0.9781, 4.1833], [-1.2750, -6.0740, -1.1489], [-0.9029, 0.1569, 1.3992], [-2.9107, -4.1795, 0.0837], [-0.3101, -6.5986, -1.1097], [-0.6231, -2.9125, -3.8408], [-2.0071, -1.3535, -4.3932], [-3.8822, 3.5728, 0.1171], [0.0394, -3.8679, -2.3365], [-3.8970, 2.7252, 2.2705], [-2.6481, 2.3548, -0.5522], [3.2013, -3.6774, -0.2098], [2.5508, -2.7251, -3.7616], [1.8890, -3.8209, -1.9593], [3.2882, 0.5609, -0.9462], [0.8438, 0.9285, -1.0664], [1.7589, -4.6693, 0.0663], [-0.1495, 1.3719, -0.6072], [-3.1150, 5.5313, 1.5452], [-1.5242, 1.5977, 0.5500], [1.8385, 2.2328, 1.5442], [-1.8615, -4.5328, -4.6695], [2.1330, -3.7748, -0.4445], [2.8030, -0.0951, 3.1129], [-3.0883, -4.0101, -1.6743], [0.5901, 4.9605, 2.2521], [2.5575, -2.6266, -2.6674], [2.2779, 5.2291, 0.4146], [-2.7384, 1.3500, 2.2526], [-1.8493, 3.2663, 2.9317], [-2.9252, 3.4474, -0.4267], [1.2918, 4.7904, 0.2216], [-2.4429, 5.7162, 0.6922], [4.5821, -1.9066, 2.1354], [1.6229, -2.9048, -0.0063], [4.6135, -0.8052, 2.1435], [0.6197, 5.5658, -0.1555], [-1.6565, 6.4231, 0.9989], [0.2463, -2.3307, -4.2033], [1.4312, 4.0481, -0.5713], [-2.4117, -3.8204, -0.8282], [2.2831, -4.7672, -2.3708], [-0.8581, 3.4447, 1.3686], [-2.6460, -2.4382, -3.1372], [-2.2830, -2.7350, -0.7188]], "lowdin_spin": [0.001, 0.000, 0.001, 0.000, 0.000, 0.000, 0.000, 0.000, 0.000, 0.001, 0.000, 0.000, 0.000, 0.000, 0.000, 0.000, 0.002, 0.000, 0.000, 0.075, 0.000, 0.007, 0.000, 0.000, 0.000, 0.003, 0.000, 0.000, 0.000, 0.000, 0.037, 0.010, 0.000, 0.000, 0.000, 0.072, 0.000, 0.000, 0.000, 0.000, 0.001, 0.000, 0.000, 0.013, 0.000, 0.000, 0.000, 0.000, 0.052, 0.000, 0.015, 0.000, 2.637, 0.001, 0.000, 0.000, 0.000, 0.000, 0.000, 0.000, 0.000, 0.008, 0.011, 0.019, 0.001, 0.012, 0.000, 0.000, 0.000, 0.000, 0.000, 0.000, 0.000, 0.000, 0.000, 0.022, 0.000, 0.000]}

***

# 3
{"formula": "C23H49N3OP4Tl", "method": "ωB97M-V/def2-TZVPD", "e_lumo_ev": [-12.54, -11.34], "homo_energy_ha": [-0.575, -0.586], "charge": 3, "homo_lumo_gap_ev": [3.1093, 4.5986], "energy_ev": -72981.047, "e_above_lowest_kj_mol": 113.76, "species": ["H", "H", "Tl", "H", "H", "H", "H", "H", "C", "H", "H", "P", "N", "H", "H", "H", "H", "C", "H", "C", "H", "H", "C", "C", "C", "C", "H", "H", "H", "H", "H", "C", "H", "H", "P", "C", "C", "N", "H", "H", "H", "H", "C", "H", "H", "C", "H", "C", "H", "N", "H", "O", "C", "H", "P", "C", "C", "H", "H", "H", "H", "C", "C", "P", "H", "H", "H", "H", "H", "C", "H", "C", "H", "C", "H", "C", "H", "H", "H", "C", "H"], "xyz": [[3.8746, 1.6930, 0.0273], [-2.5661, -3.0634, -2.6508], [0.1751, 0.4322, -0.4163], [6.7024, -0.2704, 0.9559], [-0.8035, 4.1793, -0.2638], [-2.3747, -2.0766, 3.1002], [-2.5916, 2.4044, 1.2329], [-0.8957, 5.6375, -4.2376], [-2.2067, -1.3786, 2.2685], [-2.6058, -2.7965, -0.8759], [5.5518, 1.0296, 1.4659], [2.6587, -0.4361, 0.3964], [4.9514, -0.9709, 1.7549], [1.8585, 2.2818, 2.6849], [6.1349, -2.4707, 1.0214], [-1.3052, -0.7299, -3.9171], [-3.1655, 5.5009, -5.9295], [-2.8293, 3.1281, -3.1053], [-0.5809, -3.5809, 0.8851], [-0.1222, -3.1417, 1.7726], [1.0567, -1.7986, 3.7773], [-1.4429, 0.9259, -1.1012], [-0.5259, 2.3210, -3.3185], [3.1536, -2.0751, -0.3939], [5.2861, -1.1545, -1.0867], [5.0700, -2.2583, 1.0602], [0.9499, -3.3546, 1.7551], [-1.9715, 3.7460, 2.2504], [0.4405, -3.9155, -1.0215], [-0.5071, -1.1388, 4.3218], [-0.8200, 5.3855, -6.0598], [-1.8591, 2.6880, 2.0006], [-3.4167, 3.7463, -6.4784], [0.8137, 3.8174, -4.1291], [-0.1765, 2.4799, 1.3587], [-0.2124, 3.6689, -3.7696], [-0.4598, -1.3908, -3.6523], [5.2142, 0.1787, -0.4296], [2.6751, -2.9024, 0.1689], [-3.2562, 5.3038, -3.3898], [0.2621, 4.8305, 1.0343], [2.8009, -2.1047, -1.4398], [0.1947, -3.5553, -2.0278], [3.5340, 0.8721, -1.5351], [3.0946, -1.3841, 2.6462], [-1.9011, 2.0760, -3.0331], [-3.8705, 2.8171, -2.9218], [-1.1643, 4.6849, -3.7731], [-0.7822, 3.8900, -7.1371], [4.5953, -2.2263, -0.3439], [4.8527, -1.0720, -2.0777], [0.3648, 1.4108, -3.1608], [0.2758, -1.0624, 3.5560], [4.5084, -3.0146, 1.5987], [-0.5999, -1.9054, -1.9267], [-2.7030, 4.5612, -6.2752], [0.0806, 3.9776, 0.3630], [0.9944, 3.8148, 2.9778], [1.1158, -3.4848, -2.6201], [-2.5418, -0.3711, 2.5476], [-0.4993, -4.2578, -2.5075], [5.6611, 0.0542, 0.9726], [-2.4969, 4.4801, -3.3735], [-0.4122, -1.3182, 1.8549], [0.4611, -0.7972, -3.7789], [-2.7682, -1.7079, 1.3870], [-0.4501, -2.2538, -4.3393], [6.3361, -1.4250, -1.0927], [-2.9681, -1.4411, -1.9883], [-1.3789, 4.5494, -6.4958], [0.7209, -0.0656, 3.6301], [3.8684, 0.7253, -0.4957], [-0.5654, -3.5943, 2.6693], [-2.3671, -2.3469, -1.8449], [3.5535, 0.3666, 2.5708], [0.8734, 2.7384, 2.8335], [0.9461, 3.8605, -0.3069], [-2.1059, 1.0142, -2.7839], [-2.0086, 2.0783, 2.8961], [3.5790, -0.6031, 2.0413], [0.4029, 2.3002, 3.7190]], "lowdin_charge": [0.098, 0.073, 0.391, 0.143, 0.050, 0.067, 0.054, 0.124, -0.255, 0.044, 0.141, 0.954, -0.129, 0.034, 0.142, 0.047, 0.096, -0.009, 0.025, -0.254, 0.049, -0.006, -0.380, -0.302, -0.136, -0.137, 0.035, 0.073, 0.025, 0.067, 0.068, -0.236, 0.096, 0.150, 0.710, 0.054, -0.271, -0.139, 0.092, 0.161, 0.069, 0.091, -0.241, 0.097, 0.089, -0.003, 0.137, -0.075, 0.102, -0.133, 0.133, -0.035, -0.244, 0.136, 0.742, 0.011, -0.256, 0.065, 0.057, 0.037, 0.072, -0.148, 0.027, 0.726, 0.040, 0.038, 0.080, 0.139, 0.048, 0.013, 0.013, -0.304, 0.072, -0.238, 0.100, -0.225, 0.050, 0.074, 0.053, -0.276, 0.056]}